ORCA calculation (ωB97M-V/def2-TZVPD) on a structure of composition C29H28N2NiO6S2.

Its expectation value of S² is 2.0047. The energy relative to the best compared isomer or geometry (same formula, charge and spin) comes out at 12.7 kcal/mol.

```
! RIJCOSX wB97M-V def2-TZVPD def2/J DEFGRID3
* xyz 0 3
Ni 0.76324 1.42451 -0.62525
O -0.89680 1.96600 -1.68657
S -2.34006 2.30102 -1.33825
C -2.25864 2.84728 0.40415
C -3.31394 2.34133 1.39583
C -2.69560 1.76753 2.68430
C -2.32776 0.27215 2.60222
S -0.58422 0.05100 2.23379
O -0.46375 0.54121 0.81097
C -0.54162 -1.73004 2.15510
C -0.13849 -2.32905 0.97313
C -0.00747 -3.71111 0.92577
C -0.26722 -4.47331 2.05669
C -0.65565 -3.85764 3.24042
C -0.78726 -2.47963 3.29796
C -3.21604 0.75240 -1.23717
C -2.52753 -0.44733 -1.14962
C -3.24319 -1.63595 -1.10202
C -4.63144 -1.61419 -1.15882
C -5.30902 -0.40646 -1.27134
C -4.60087 0.78468 -1.31899
H -2.24689 3.93426 0.33560
H -1.25668 2.53241 0.67643
H -3.93793 1.56507 0.95058
H -3.98430 3.15953 1.65423
H -3.40707 1.89193 3.49967
H -1.81431 2.35571 2.95929
H -2.87773 -0.26304 1.82399
H -2.48303 -0.22755 3.56035
H 0.08485 -1.71744 0.10821
H 0.31476 -4.18979 0.00971
H -0.15077 -5.54903 2.02224
H -0.83871 -4.45081 4.12685
H -1.07058 -2.00042 4.22865
H -1.44896 -0.44566 -1.10856
H -2.71490 -2.57769 -1.01780
H -5.18764 -2.54252 -1.12757
H -6.38906 -0.39240 -1.33189
H -5.12385 1.73048 -1.41561
O 5.95571 0.59143 3.78355
C 5.59229 -0.33078 3.03706
O 5.95666 -1.51683 2.92219
C 4.43822 0.05912 2.06976
C 3.99822 -0.84978 1.11390
C 2.96665 -0.49970 0.27252
N 2.35913 0.69263 0.35197
C 2.77913 1.58743 1.26600
C 3.81703 1.30449 2.13280
C 2.03448 2.91369 1.28817
O 2.36168 3.78301 2.06232
O 1.04414 2.99475 0.43302
H 4.47540 -1.81962 1.05874
H 2.60003 -1.18148 -0.48971
H 4.14155 2.03954 2.85499
N 1.92172 1.97278 -2.31148
C 2.04650 0.96781 -3.33650
C 3.26575 0.74935 -3.95791
C 3.38404 -0.24399 -4.92090
C 2.28715 -1.01601 -5.27295
C 1.06723 -0.79713 -4.64540
C 0.94657 0.18599 -3.67444
H 2.81317 2.39231 -2.08084
H 1.27632 2.71061 -2.58295
H 4.12823 1.34751 -3.68420
H 4.33957 -0.40581 -5.40252
H 2.38296 -1.78193 -6.03078
H 0.20501 -1.39514 -4.91247
H -0.00837 0.36833 -3.19063
*
```

---

ORCA calculation (ωB97M-V/def2-TZVPD) on a structure of composition H2NO4S at a distorted geometry.

The energy relative to the best compared isomer or geometry (same formula, charge and spin) comes out at 65.1 kcal/mol.

```
! RIJCOSX wB97M-V def2-TZVPD def2/J DEFGRID3
* xyz -1 1
N -0.22752 0.55798 -0.97730
O 1.60966 -0.57270 0.78460
O -0.42536 0.78883 1.54692
O -0.05902 -1.39493 -1.19296
O -1.36795 0.75457 -0.53899
S 0.83604 0.63554 0.67204
H 0.87092 -1.45452 -0.95979
H -1.23676 0.68522 0.66548
*
```

---

ORCA calculation (ωB97M-V/def2-TZVPD) on a structure of composition CNOP at a distorted geometry.

The energy relative to the best compared isomer or geometry (same formula, charge and spin) comes out at 31.3 kcal/mol.

```
! RIJCOSX wB97M-V def2-TZVPD def2/J DEFGRID3
* xyz 0 1
C 2.38154 -0.14651 0.13065
N 1.18460 -0.12889 0.06755
O -2.41954 0.34370 -0.39481
P -1.14660 -0.06830 0.19661
*
```

---

ORCA calculation (ωB97M-V/def2-TZVPD) on an isolated molecule of C13H16ClF9O3.

The calculation puts the total energy at -2089.6439 hartree. As for the SMILES: CC[C@@H](Cl)[C@H](CCCOC)OC(=O)C(F)(F)C(F)(F)C(F)(F)C(F)(F)F.

```
! RIJCOSX wB97M-V def2-TZVPD def2/J DEFGRID3
* xyz 0 1
C -2.22375 0.10321 3.73110
C -1.01916 -0.17449 2.80290
C -0.83170 0.89612 1.73631
Cl 0.88480 0.97326 1.22127
C -1.83903 0.83382 0.54617
C -2.66545 -0.44833 0.36001
C -2.11884 -1.79897 -0.14731
C -0.64663 -2.15202 0.05081
O -0.53881 -3.18066 1.02603
C 0.72939 -3.25987 1.65160
O -1.34444 1.48356 -0.64531
C -0.61184 0.91979 -1.60779
O -0.81389 -0.11995 -2.17299
C 0.45135 1.87543 -2.20532
F -0.02562 2.25560 -3.42588
F 0.62696 2.99306 -1.47411
C 1.81758 1.15202 -2.45840
F 1.77848 0.58365 -3.69034
F 2.02655 0.17416 -1.55490
C 3.03411 2.10998 -2.43595
F 3.32419 2.40087 -1.14913
F 2.72765 3.25448 -3.08144
C 4.31842 1.50724 -3.10640
F 4.34849 0.17906 -3.01899
F 5.39394 1.99371 -2.49006
F 4.36903 1.85299 -4.38875
H -2.57742 1.13018 3.66521
H -3.04362 -0.57863 3.50418
H -1.94146 -0.11832 4.75934
H -1.10275 -1.17982 2.39667
H -0.11644 -0.16591 3.41365
H -0.98195 1.85592 2.22809
H -2.59973 1.55144 0.86191
H -3.48339 -0.16236 -0.30624
H -3.15471 -0.59652 1.32342
H -2.69531 -2.59349 0.33138
H -2.34296 -1.89195 -1.20643
H -0.22402 -2.49088 -0.89914
H -0.05687 -1.29451 0.36673
H 0.57467 -3.61600 2.67021
H 1.37264 -3.97109 1.12626
H 1.22153 -2.28578 1.69162
*
```

---

ORCA calculation (ωB97M-V/def2-TZVPD) on a structure of composition C16H22N4O3S2 at a distorted geometry.

The energy relative to the best compared isomer or geometry (same formula, charge and spin) comes out at 369.6 kcal/mol.

```
! RIJCOSX wB97M-V def2-TZVPD def2/J DEFGRID3
* xyz 0 1
C 0.96044 -0.15868 3.85303
C -0.57662 -0.54352 4.31667
C -1.27072 0.55033 5.03357
H -0.84278 0.81445 5.83895
H -2.49283 0.21269 4.96317
C -1.28178 1.92065 3.92208
C -1.84704 1.83686 2.53706
N -2.69700 0.57537 2.32820
N -3.07825 0.62744 1.04593
C -2.66008 1.75616 0.42228
N -2.63495 1.85919 -0.87114
C -2.29111 0.95824 -1.95513
O -2.60137 1.42159 -3.16012
C -1.81456 -0.25711 -1.38478
N -0.95390 -0.26113 -0.43927
S 0.49196 0.95761 -0.79638
O 1.06649 1.03942 0.43955
O -0.09717 2.16173 -1.30093
C 1.34146 -0.04382 -1.85352
C 2.48807 -0.74985 -1.65449
C 3.01207 -1.59888 -2.70000
C 2.87441 -1.30206 -4.03557
C 1.73808 -0.50238 -4.24814
C 1.11396 0.30914 -3.33676
H 0.14827 0.59696 -3.45927
H 1.30206 -0.36716 -5.25396
C 3.26336 -2.00703 -5.16117
H 4.28535 -1.55487 -5.34362
H 2.80457 -2.24204 -5.98055
H 3.83854 -2.92110 -4.68242
H 3.90196 -2.26487 -2.33350
H 2.58787 -1.02222 -0.66170
C -0.53023 -1.38880 0.28952
H -1.52438 -1.71390 0.69981
H -0.26134 -2.14448 -0.52954
H 0.39051 -1.23239 1.08912
H -2.84962 -0.91720 -1.00156
H -1.37249 -0.59207 -2.31505
H -2.86100 2.90361 -1.21381
S -1.38383 2.78623 1.34216
H -1.84776 2.81305 4.57920
H -0.01736 2.36814 3.80288
H -1.01609 -0.88307 3.20073
H -0.55539 -1.34863 4.77916
H 1.03106 0.29794 2.88677
H 1.33031 0.29526 4.73601
H 1.38883 -1.04481 3.56652
*
```

---

ORCA calculation (ωB97M-V/def2-TZVPD) on a structure of composition C32H35IrN4O3P2Se2.

Its expectation value of S² is 0.7526. The energy relative to the best compared isomer or geometry (same formula, charge and spin) comes out at 0.0 kcal/mol.

```
! RIJCOSX wB97M-V def2-TZVPD def2/J DEFGRID3
* xyz 3 2
Ir 0.46808 -3.14834 0.36926
Se 3.21834 1.78534 -1.32907
P 1.19487 2.68654 -0.66397
C 0.20337 3.27211 -1.99406
C 0.45163 2.84278 -3.30390
C -0.36704 3.28699 -4.32339
C -1.42815 4.14227 -4.03986
C -1.68378 4.55392 -2.73796
C -0.86771 4.12781 -1.70428
C 1.31637 3.75954 0.71731
C 1.47492 5.13343 0.47990
C 1.67829 5.98021 1.55270
C 1.72740 5.46423 2.84438
C 1.57725 4.10123 3.07556
C 1.38056 3.23755 2.01392
C 0.95353 0.95459 -0.21547
C 0.18802 -0.11653 0.18777
N 0.98329 -1.21522 0.01755
N 2.16661 -0.88515 -0.46323
N 2.13117 0.41131 -0.58639
P -1.53151 -0.28746 0.74417
Se -1.84683 -2.43487 0.74382
C -2.50398 0.59908 -0.46617
C -2.15531 0.49215 -1.81585
C -2.95430 1.08333 -2.77683
C -4.10657 1.76545 -2.39796
C -4.46360 1.85542 -1.06072
C -3.66586 1.27109 -0.08743
C -1.68989 0.50191 2.34018
C -1.84546 -0.27236 3.48825
C -1.97930 0.35154 4.72036
C -1.95407 1.73565 4.80468
C -1.79180 2.50998 3.65947
C -1.66188 1.89832 2.42624
H 1.29069 2.19524 -3.52654
H -0.17167 2.98346 -5.34281
H -2.05616 4.49901 -4.84585
H -2.50864 5.22147 -2.52972
H -1.05971 4.45760 -0.69154
H 1.44294 5.53412 -0.52621
H 1.80316 7.04105 1.38519
H 1.88918 6.13330 3.67926
H 1.61852 3.71376 4.08431
H 1.26756 2.17550 2.19381
H -1.27992 -0.07420 -2.11672
H -2.69568 0.99497 -3.82354
H -4.73998 2.21122 -3.15373
H -5.37216 2.36660 -0.77287
H -3.96173 1.32569 0.95185
H -1.87806 -1.35168 3.41650
H -2.11600 -0.24462 5.61204
H -2.07348 2.21763 5.76596
H -1.78656 3.58961 3.73091
H -1.56925 2.50598 1.53239
C 1.18039 -4.33765 -2.59734
O 0.05596 -3.92717 -1.80682
C -0.90832 -4.96396 -1.59605
C -0.47075 -5.91176 -0.50348
O -0.12729 -5.14526 0.67831
C 0.50796 -5.95564 1.69065
H 0.83230 -4.75227 -3.54349
H 1.78921 -5.07509 -2.07116
H 1.77255 -3.44607 -2.78554
H -1.07408 -5.52604 -2.51792
H -1.83792 -4.45993 -1.33788
H 0.40607 -6.49429 -0.79787
H -1.27865 -6.59704 -0.24504
H -0.09502 -6.84757 1.85016
H 0.53771 -5.36310 2.59995
H 1.51401 -6.22648 1.37151
C 4.49861 -3.79127 -0.82044
C 3.74166 -3.74062 0.46947
N 4.42826 -3.69620 1.60485
O 2.49718 -3.76827 0.48401
H 5.57308 -3.69289 -0.68949
H 4.13237 -2.99690 -1.46970
H 4.28841 -4.74425 -1.30693
H 5.43326 -3.75734 1.60998
H 3.94339 -3.72247 2.48856
*
```